P | 9
Properties=species:S:1:pos:R:3:lowdin_charge:R:1 method="wB97M-V/def2-TZVPD" homo_energy_ha=-0.355 multiplicity=1 molar_mass_g_mol=62.14 smiles="C=C.S" e_lumo_ev=0.91 gap_ev=10.6
H 3.2464 -0.7647 0.7108 0.05
S -1.8066 0.2008 0.0219 0.50
H -1.5447 1.5097 0.0347 -0.21
H 0.7585 0.2758 -0.7739 -0.01
H -2.7466 0.3940 0.9569 -0.22
C 1.4769 -0.4561 -0.4348 -0.12
H 2.4937 0.9066 0.7561 0.04
H 1.3270 -1.4585 -0.8147 0.05
C 2.4845 -0.0921 0.3346 -0.08

Q | 9
Properties=species:S:1:pos:R:3:lowdin_charge:R:1 method="wB97M-V/def2-TZVPD" homo_energy_ha=-0.334 multiplicity=1 molar_mass_g_mol=62.14 e_lumo_ev=-0.48 gap_ev=8.6
H -0.9081 -0.8890 -1.1574 0.12
C 0.8096 0.1992 0.1830 -0.69
S -0.9455 0.7079 -0.0729 0.55
H 1.5426 0.7507 -0.3886 0.06
H 1.1929 -1.6791 -1.0257 0.07
H -0.0034 -1.7779 0.3026 0.03
H 1.8443 -1.6323 0.5761 0.08
C 0.9405 -1.3283 0.0027 -0.25
H 1.0381 0.3703 1.2097 0.04

Least stable structure: Q

P | 9
Properties=species:S:1:pos:R:3:lowdin_charge:R:1 method="wB97M-V/def2-TZVPD" homo_energy_ha=-0.324 multiplicity=1 molar_mass_g_mol=93.01 e_lumo_ev=-0.12 gap_ev=8.7
H 0.6763 -2.0848 -0.0971 -0.01
H -0.1058 -1.4015 1.2920 0.01
P -0.6419 -0.1486 -0.7464 0.70
H 1.5535 3.3232 -0.2885 -0.12
N 0.8367 1.2774 -0.1219 -0.65
H -1.0097 -2.4195 0.2791 0.05
C -0.2016 -1.6421 0.2481 -0.42
P 0.3411 2.5498 -0.8795 0.53
H -1.4487 0.5461 0.3142 -0.08

Q | 9
Properties=species:S:1:pos:R:3:lowdin_charge:R:1 method="wB97M-V/def2-TZVPD" homo_energy_ha="-0.264 / -0.264" multiplicity=1 molar_mass_g_mol=93.01 e_lumo_ev="-0.88 / -0.88" gap_ev="6.3 / 6.3"
P 0.4414 0.7345 0.2168 0.73
H 1.5702 -1.2108 -1.2227 0.00
N -1.1000 0.8279 0.0515 -0.98
H 0.4384 0.4309 2.5513 -0.10
C 0.6670 -0.6323 -1.1435 -0.34
H -0.1433 -1.3178 -1.0388 -0.02
H 0.5308 -0.1251 -2.1213 0.02
P -2.5089 0.7364 -0.5381 0.66
H 0.1043 0.5560 3.2450 0.02

Least stable structure: Q

P | 19
Properties=species:S:1:pos:R:3:lowdin_charge:R:1 method="wB97M-V/def2-TZVPD" homo_energy_ha=-0.485 multiplicity=1 molar_mass_g_mol=128.15 e_lumo_ev=-5.14 gap_ev=8.0 total_charge=+1
H -0.7642 1.9287 0.7564 0.12
H 0.9444 -3.3591 0.1962 0.15
H 1.0331 2.1204 1.8346 0.10
C -0.4411 -1.3539 -1.7708 0.02
H -1.6078 0.0352 -2.8166 0.11
O 0.5519 -3.1839 -0.6655 0.16
H -1.4392 -1.2201 0.6160 0.15
H 2.4058 1.5954 0.8410 0.11
C -1.2252 -0.2018 -1.8796 -0.01
C 1.5265 1.2810 1.3779 -0.01
C -1.3893 0.7746 -0.9046 -0.05
H -2.1973 1.6019 -0.9686 0.15
H 0.7693 -0.3061 0.1748 0.10
N 0.5299 0.5059 0.6780 0.01
C -0.5411 1.0818 0.1756 -0.08
O -0.7183 -1.8835 0.6092 0.16
H -0.1615 -1.6972 -2.6702 0.09
C -0.2539 -2.1023 -0.6041 -0.37
H 1.7594 0.6390 2.1843 0.09

Q | 19
Properties=species:S:1:pos:R:3:lowdin_charge:R:1 method="wB97M-V/def2-TZVPD" homo_energy_ha=-0.458 multiplicity=1 molar_mass_g_mol=128.15 e_lumo_ev=-3.99 gap_ev=8.5 total_charge=+1
H -2.0020 1.3811 1.5356 0.12
C -0.7179 1.1586 -0.0386 -0.08
H -0.3748 2.1359 -0.1199 0.09
C 2.0468 1.5256 -0.7317 0.07
H 2.5129 -0.5887 -2.4776 0.16
H -0.1097 -1.5460 0.7849 0.10
C -1.8674 -0.7008 1.2938 -0.08
H -2.8754 -0.7242 1.8499 0.15
H -0.5819 -0.4722 -1.1701 0.17
O 1.6640 -0.5926 -2.0312 0.19
C -1.0510 -1.7565 1.1897 -0.16
C -1.4646 0.6476 0.9631 -0.05
N -0.0354 0.3298 -0.9400 0.13
H -2.0237 -3.4698 1.6294 0.14
H 2.5516 2.1000 -1.5542 0.13
C 1.1948 0.4334 -1.3627 -0.29
O -1.1217 -3.1082 1.4522 0.04
H 2.8071 1.0772 -0.2199 0.07
H 1.4485 2.1699 -0.0528 0.10

Least stable structure: Q